Density functional theory data (ωB97M-V/def2-TZVPD) for an isolated molecule of C5H12BNO in a non-equilibrium geometry.

Geometry as XYZ:
```
20
C5H12BNO, DFT ωB97M-V/def2-TZVPD
B -0.77 1.44 -0.45
C 0.59 -0.36 0.16
C -0.36 3.02 -0.29
C -2.17 0.77 -0.10
C 1.54 -2.71 0.14
C 1.54 -1.32 -0.40
N 0.11 -0.05 1.30
O 0.28 0.56 -0.72
H -0.97 3.42 0.49
H -0.57 3.58 -1.19
H 0.77 3.04 0.04
H -2.88 1.59 -0.17
H -1.99 0.47 0.90
H -2.37 0.03 -0.81
H 0.56 -3.23 -0.09
H 2.39 -3.22 -0.26
H 1.77 -2.62 1.25
H 2.55 -1.00 -0.41
H 1.18 -1.39 -1.50
H 0.35 -0.61 2.20
```

Summary:
Molar mass (g/mol): 113.0
Electronic energy (Eh): -352.55635
SMILES: [H]/N=C(\CC)OB(C)C
Net charge: 0
LUMO energy (eV): 0.711
Energy above the lowest of the compared OMol25 structures with the same formula, charge and spin (eV): 1.0661
Highest occupied orbital energy (eV): -9.52
2S+1: 1
Frontier orbital gap (eV): 10.23
Maximum force (eV/A): 4.0


Density functional theory data (ωB97M-V/def2-TZVPD) for an isolated molecule of C2H7N3 in a non-equilibrium geometry.

Geometry as XYZ:
```
12
C2H7N3, DFT ωB97M-V/def2-TZVPD
C -1.94 0.00 -0.04
C 0.52 0.11 0.00
H -2.25 0.49 0.92
H -2.69 -0.80 -0.28
H -1.90 0.74 -0.85
H -0.58 -1.63 0.07
H 2.52 -0.16 0.01
H 1.65 -1.67 -0.04
H 1.40 1.81 -0.07
N -0.64 -0.64 0.07
N 1.66 -0.66 -0.03
N 0.46 1.38 0.03
```

Summary:
Molar mass (g/mol): 73.1
Electronic energy (Eh): -244.67250
SMILES: [H]/N=C(\N)NC
Net charge: 0
LUMO energy (eV): 0.890
Energy above the lowest of the compared OMol25 structures with the same formula, charge and spin (eV): 0.0782
Highest occupied orbital energy (eV): -8.60
2S+1: 1
Frontier orbital gap (eV): 9.49
Maximum force (eV/A): 1.1


Density functional theory data (ωB97M-V/def2-TZVPD) for an isolated molecule of C2H4FNO2 in a non-equilibrium geometry.

Geometry as XYZ:
```
10
C2H4FNO2, DFT ωB97M-V/def2-TZVPD
C -1.19 0.50 0.00
C -0.12 -0.55 0.36
N 1.27 -0.12 -0.21
O -2.35 0.24 -0.04
O -0.68 1.70 -0.22
F -0.46 -1.78 -0.14
H -0.02 -0.64 1.44
H 1.27 -0.32 -1.21
H 0.29 1.66 -0.20
H 2.00 -0.68 0.22
```

Summary:
Molar mass (g/mol): 93.1
Electronic energy (Eh): -383.71946
SMILES: N[C@H](F)C(=O)O
Net charge: 0
LUMO energy (eV): 0.590
Energy above the lowest of the compared OMol25 structures with the same formula, charge and spin (eV): 0.0000
Highest occupied orbital energy (eV): -10.76
2S+1: 1
Frontier orbital gap (eV): 11.35
Maximum force (eV/A): 3.0


Density functional theory data (ωB97M-V/def2-TZVPD) for a structure of composition C6H9N2O2 in a non-equilibrium geometry.

Geometry as XYZ:
```
19
C6H9N2O2, DFT ωB97M-V/def2-TZVPD
C -3.42 -0.46 -0.03
C 2.25 -0.85 -0.02
C 0.73 -1.06 0.22
C 2.06 0.71 -0.18
C -0.51 1.32 0.38
C 0.57 0.41 -0.21
N -1.19 0.92 -0.88
N -0.19 0.39 -1.45
O -3.73 -0.19 1.10
O -4.05 -0.66 -1.04
H 2.93 -1.14 0.79
H 2.49 -1.30 -1.00
H 0.22 -1.71 -0.36
H 0.45 -1.31 1.17
H 2.31 1.01 0.82
H 2.65 1.15 -1.08
H -1.08 0.81 1.34
H -0.35 2.36 0.55
H -2.15 -0.41 -0.12
```

Summary:
Molar mass (g/mol): 141.2
Electronic energy (Eh): -493.89644
Net charge: -1
LUMO energy (eV): 3.255
Energy above the lowest of the compared OMol25 structures with the same formula, charge and spin (eV): 6.1565
Highest occupied orbital energy (eV): -3.40
2S+1: 1
Frontier orbital gap (eV): 6.66
Maximum force (eV/A): 4.5


Density functional theory data (ωB97M-V/def2-TZVPD) for a structure of composition C11H13ClOSn in a non-equilibrium geometry.

Geometry as XYZ:
```
27
C11H13ClOSn, DFT ωB97M-V/def2-TZVPD
C 0.66 3.07 -0.51
C 0.41 2.45 -1.78
C 1.23 1.30 -1.88
H -0.25 2.79 -2.58
C 2.08 1.25 -0.74
C 1.82 2.41 0.03
H 2.36 2.68 0.93
H 0.07 3.88 -0.04
H 1.18 0.56 -2.68
H 2.78 0.45 -0.52
Sn -1.67 1.59 1.17
Cl -3.53 1.15 2.59
C -0.87 -3.11 -0.28
C 0.50 -2.66 -0.32
C 0.69 -1.94 -1.52
H 1.28 -2.96 0.37
C -0.55 -1.90 -2.23
C -1.52 -2.63 -1.45
H -2.56 -2.75 -1.72
H -1.32 -3.70 0.52
H 1.60 -1.44 -1.82
H -0.71 -1.52 -3.23
C -0.76 0.21 3.61
O -0.52 0.33 2.22
H 0.22 -0.10 3.99
H -1.53 -0.55 3.79
H -1.09 1.15 4.07
```

Summary:
Molar mass (g/mol): 315.4
Electronic energy (Eh): -1176.52672
Net charge: 0
LUMO energy (alpha / beta) (eV): -1.817 / -2.087
Highest occupied orbital energy (alpha / beta) (eV): -8.16 / -8.25
2S+1: 1
Frontier orbital gap (alpha / beta) (eV): 6.34 / 6.16
Maximum force (eV/A): 3.3


Density functional theory data (ωB97M-V/def2-TZVPD) for an isolated molecule of C4H4N4 in a non-equilibrium geometry.

Geometry as XYZ:
```
12
C4H4N4, DFT ωB97M-V/def2-TZVPD
C -0.08 -2.26 0.38
C 0.00 -0.92 -0.17
C 1.09 -0.30 -0.76
C -0.95 1.40 0.38
H 1.95 -0.85 -0.85
H 2.19 1.61 -0.38
H -1.70 2.21 0.27
H -1.88 -0.52 0.76
N -0.67 -3.33 0.89
N 1.20 1.12 -0.62
N 0.02 1.93 -0.17
N -1.17 -0.12 0.27
```

Summary:
Molar mass (g/mol): 108.1
Electronic energy (Eh): -373.64279
SMILES: N#CC1=CNN=CN1
Net charge: 0
LUMO energy (eV): -0.309
Energy above the lowest of the compared OMol25 structures with the same formula, charge and spin (eV): 5.4996
Highest occupied orbital energy (eV): -7.88
2S+1: 1
Frontier orbital gap (eV): 7.57
Maximum force (eV/A): 12.3


Density functional theory data (ωB97M-V/def2-TZVPD) for an isolated molecule of C4H8O2.

Geometry as XYZ:
```
14
C4H8O2, DFT ωB97M-V/def2-TZVPD
C 1.21 -1.20 -0.06
C 0.65 0.18 0.01
O 1.61 1.19 -0.02
C -0.61 0.61 -0.03
O -0.81 1.96 -0.10
C -1.85 -0.23 -0.05
H 0.44 -1.96 0.04
H 1.98 -1.37 0.72
H 1.70 -1.31 -1.03
H 2.09 1.16 0.81
H 0.10 2.30 -0.11
H -2.34 -0.16 -1.03
H -2.56 0.12 0.71
H -1.62 -1.28 0.15
```

Summary:
Molar mass (g/mol): 88.1
Electronic energy (Eh): -307.66864
SMILES: C/C(O)=C(\C)O
Net charge: 0
LUMO energy (eV): 0.777
Energy above the lowest of the compared OMol25 structures with the same formula, charge and spin (eV): 1.1917
Highest occupied orbital energy (eV): -8.13
2S+1: 1
Frontier orbital gap (eV): 8.91
Maximum force (eV/A): 0.5


Density functional theory data (ωB97M-V/def2-TZVPD) for a structure of composition C11H17GeN2O2PdS2Se.

Geometry as XYZ:
```
37
C11H17GeN2O2PdS2Se, DFT ωB97M-V/def2-TZVPD
Pd 0.04 -0.35 0.57
S 0.77 -1.38 -1.50
C -0.24 -2.28 -0.48
S -1.81 -1.55 -0.41
C 0.10 -3.62 0.06
C 0.43 -3.74 1.42
N 0.73 -3.74 2.53
C 0.19 -4.73 -0.80
N 0.28 -5.63 -1.52
C -0.71 1.89 7.33
Ge -0.56 0.35 6.14
C 0.93 -0.84 6.55
C -2.23 -0.64 5.90
C -0.19 1.06 4.26
Se 0.04 -0.48 3.12
C 1.98 -0.47 2.99
H -0.95 1.53 8.33
H -1.50 2.56 7.00
H 0.23 2.44 7.38
H 0.79 -1.30 7.53
H 1.88 -0.31 6.56
H 0.98 -1.65 5.81
H -2.48 -1.22 6.80
H -2.13 -1.34 5.07
H -3.07 0.03 5.70
H 0.70 1.69 4.20
H -1.06 1.62 3.93
H 2.39 -0.65 3.98
H 2.30 0.49 2.60
H 2.27 -1.28 2.33
C -1.20 3.65 0.10
O -1.11 2.19 0.15
C -0.05 1.67 0.69
O 0.91 2.19 1.16
H -2.23 3.91 0.35
H -0.97 3.96 -0.92
H -0.50 4.09 0.80
```

Summary:
Molar mass (g/mol): 531.4
Electronic energy (Eh): -6091.51750
Net charge: +1
LUMO energy (alpha / beta) (eV): -4.705 / -7.051
Energy above the lowest of the compared OMol25 structures with the same formula, charge and spin (eV): 0.0000
Highest occupied orbital energy (alpha / beta) (eV): -11.54 / -12.42
2S+1: 5
Frontier orbital gap (alpha / beta) (eV): 6.84 / 5.36
Maximum force (eV/A): 0.7


Density functional theory data (ωB97M-V/def2-TZVPD) for a cluster of 8 separate species, C31H51Br2N2O16P4S2 in total in a non-equilibrium geometry.

Geometry as XYZ:
```
108
C31H51Br2N2O16P4S2, DFT ωB97M-V/def2-TZVPD
N 1.56 -4.11 -0.10
C 1.13 -3.69 1.25
O 0.59 -4.56 2.01
C 1.24 -2.17 1.81
C -0.18 -1.50 1.50
N -0.40 -0.13 2.05
C -0.48 0.92 1.04
C 0.59 2.02 0.75
C 0.46 3.15 -0.29
C -0.87 3.19 -1.12
P -1.17 4.58 -2.40
P 0.47 4.72 -3.81
O 0.11 5.49 -5.11
O 1.84 5.52 -3.16
O 0.95 3.15 -4.27
C -2.00 2.11 -0.93
P -3.49 2.33 -2.06
O -4.79 1.31 -1.63
Br -2.91 1.61 -4.18
C -1.78 1.01 0.14
C -2.90 -0.08 0.42
C -2.89 -1.10 -0.85
C -4.04 -2.20 -0.79
C -5.06 -2.21 -1.98
C -6.20 -3.28 -2.04
C -6.36 -4.34 -0.93
C -5.32 -4.30 0.25
C -4.17 -3.26 0.33
S 2.17 2.00 1.75
C 1.63 1.14 3.29
C 2.43 1.43 4.62
P 3.90 2.64 4.66
O 3.29 4.18 4.18
O 4.49 2.82 6.25
S 5.28 2.03 3.41
C 1.98 0.68 5.93
C 0.77 -0.30 5.89
Br 0.29 -1.22 7.60
C 0.00 -0.51 4.56
C -1.27 -1.51 4.60
O -1.22 -2.69 5.08
O -2.49 -1.08 4.09
C 0.41 0.20 3.21
H 0.68 -4.23 -0.65
H 1.88 -5.09 0.02
H 1.50 -2.29 2.91
H 2.07 -1.62 1.22
H -0.30 -1.45 0.37
H -1.01 -2.18 1.92
H 1.29 3.93 -0.42
H -1.21 5.83 -1.67
H 2.63 5.02 -3.48
H 0.78 2.59 -3.47
H -5.63 1.60 -2.06
H -2.72 -0.73 1.34
H -3.93 0.41 0.58
H -1.89 -1.67 -0.93
H -2.94 -0.42 -1.78
H -4.94 -1.43 -2.81
H -6.93 -3.29 -2.92
H -7.15 -5.16 -0.91
H -5.38 -5.05 1.11
H -3.43 -3.30 1.19
H 2.78 4.55 4.94
H 5.34 3.32 6.23
H 2.51 0.83 6.94
C -2.16 5.62 -8.30
O -2.43 4.90 -7.10
H -3.02 5.54 -8.96
H -1.98 6.67 -8.07
H -1.29 5.19 -8.79
H -1.65 4.99 -6.54
C 1.67 1.99 9.52
O 1.83 0.66 9.05
H 1.80 2.67 8.68
H 0.67 2.11 9.93
H 2.42 2.20 10.28
H 1.71 0.07 9.80
C 5.00 -3.17 -1.43
O 3.82 -2.70 -0.79
H 5.87 -2.71 -0.96
H 5.07 -4.26 -1.33
H 4.97 -2.90 -2.49
H 3.07 -3.13 -1.22
C -2.41 -5.64 5.25
O -3.67 -6.25 5.47
H -1.74 -6.37 4.79
H -2.52 -4.79 4.58
H -1.98 -5.32 6.20
H -4.24 -5.59 5.88
C -1.58 -0.87 -7.71
O -2.80 -0.30 -7.27
H -1.76 -1.42 -8.63
H -0.85 -0.08 -7.90
H -1.20 -1.55 -6.94
H -2.62 0.18 -6.46
C 9.07 3.78 4.32
O 7.90 4.26 4.95
H 9.94 4.24 4.80
H 9.14 2.69 4.42
H 9.06 4.05 3.26
H 7.15 3.83 4.51
C 0.38 -2.13 -11.34
O -0.77 -2.51 -10.59
H 1.25 -2.64 -10.92
H 0.26 -2.42 -12.38
H 0.53 -1.05 -11.26
H -1.52 -2.05 -10.98
```

Summary:
Molar mass (g/mol): 1055.6
Electronic energy (Eh): -9834.67249
Net charge: -1
LUMO energy (eV): 0.744
Highest occupied orbital energy (eV): -5.26
2S+1: 1
Frontier orbital gap (eV): 6.00
Maximum force (eV/A): 5.9


Density functional theory data (ωB97M-V/def2-TZVPD) for a structure of composition C21H44BrN2O4Si2.

Geometry as XYZ:
```
74
C21H44BrN2O4Si2, DFT ωB97M-V/def2-TZVPD
C 5.35 -0.55 1.24
C 4.80 -0.79 2.64
C 3.71 0.21 3.07
C 2.32 -0.42 3.11
N 1.26 0.60 3.20
Si 0.60 1.21 1.73
C -0.23 -0.10 0.70
C -1.18 -1.02 1.50
C -1.31 -2.44 0.93
C -2.45 -2.62 -0.06
N -2.24 -2.00 -1.35
C -1.05 -1.86 -2.02
C -1.30 -1.25 -3.22
C -2.70 -1.02 -3.29
C -3.23 -1.49 -2.13
O 1.86 1.88 0.92
C 1.90 2.08 -0.49
C 2.39 0.85 -1.25
O 3.03 1.23 -2.46
C 4.38 1.62 -2.33
C 4.63 2.99 -2.94
O -0.50 2.36 2.22
Si -1.57 3.17 1.27
C -3.36 2.60 1.52
Br -3.78 1.43 0.00
C -4.32 3.80 1.54
C -4.60 4.30 2.97
H 4.65 -0.88 0.46
H 6.27 -1.11 1.07
H 5.57 0.51 1.08
H 5.63 -0.75 3.35
H 4.40 -1.81 2.70
H 3.94 0.59 4.06
H 3.70 1.07 2.40
H 2.26 -1.04 4.01
H 2.19 -1.10 2.26
H 0.53 0.31 3.83
H -0.76 0.30 -0.17
H 0.58 -0.70 0.28
H -0.87 -1.08 2.55
H -2.17 -0.57 1.50
H -1.48 -3.15 1.75
H -0.36 -2.75 0.47
H -3.34 -2.13 0.36
H -2.69 -3.67 -0.21
H -0.13 -2.22 -1.60
H -0.55 -1.03 -3.96
H -3.23 -0.57 -4.11
H -4.27 -1.51 -1.82
H 0.93 2.39 -0.88
H 2.60 2.90 -0.67
H 3.07 0.27 -0.62
H 1.56 0.21 -1.55
H 4.69 1.60 -1.28
H 4.99 0.87 -2.86
H 3.87 3.69 -2.59
H 5.61 3.37 -2.64
H 4.58 2.95 -4.02
H -1.51 4.60 1.66
H -1.25 3.06 -0.17
H -3.47 2.00 2.42
H -5.25 3.55 1.02
H -3.87 4.62 0.98
H -4.45 3.50 3.70
H -5.62 4.66 3.07
H -3.92 5.10 3.24
C -3.86 -4.98 -3.26
C -2.34 -5.24 -3.29
O -1.91 -5.89 -4.38
H -4.41 -5.92 -3.30
H -4.17 -4.44 -2.34
H -4.15 -4.38 -4.12
H -2.10 -5.77 -2.31
H -1.86 -4.23 -3.14
```

Summary:
Molar mass (g/mol): 524.7
Electronic energy (Eh): -4390.15447
Net charge: -1
LUMO energy (eV): 2.112
Highest occupied orbital energy (eV): -2.03
2S+1: 1
Frontier orbital gap (eV): 4.14
Maximum force (eV/A): 0.6


Density functional theory data (ωB97M-V/def2-TZVPD) for a structure of composition C8H7Br2Cl2NO in a non-equilibrium geometry.

Geometry as XYZ:
```
21
C8H7Br2Cl2NO, DFT ωB97M-V/def2-TZVPD
C -2.08 -0.06 -0.23
C -1.47 -1.19 0.15
C -0.19 -1.27 0.80
C 1.51 0.64 -0.57
C -0.39 1.50 0.89
C -1.52 1.31 -0.12
C 0.70 0.47 0.70
C 1.65 -0.57 -1.46
N 0.31 -2.23 1.37
O 2.07 1.68 -0.82
Cl -0.91 1.68 -1.80
Cl 1.84 0.44 2.05
Br -2.34 -2.87 -0.14
Br 2.96 -1.75 -0.63
H -3.04 -0.13 -0.71
H 0.03 2.50 0.78
H -0.81 1.40 1.89
H -2.31 2.04 0.06
H 2.05 -0.29 -2.43
H 0.73 -1.14 -1.56
H 1.23 -2.15 1.80
```

Summary:
Molar mass (g/mol): 363.9
Electronic energy (Eh): -6507.39873
Net charge: 0
LUMO energy (eV): -0.452
Energy above the lowest of the compared OMol25 structures with the same formula, charge and spin (eV): 0.1054
Highest occupied orbital energy (eV): -9.59
2S+1: 1
Frontier orbital gap (eV): 9.14
Maximum force (eV/A): 4.6


Density functional theory data (ωB97M-V/def2-TZVPD) for a cluster of 2 separate species, C10H16 in total in a non-equilibrium geometry.

Geometry as XYZ:
```
26
C10H16, DFT ωB97M-V/def2-TZVPD
C 2.31 0.12 0.60
C 1.72 -1.18 1.06
C 3.16 0.76 1.78
H 2.89 -0.01 -0.37
H 1.47 0.81 0.33
H 0.83 -1.24 1.63
H 3.00 1.81 1.61
H 2.42 -1.68 1.60
H 1.42 -1.95 0.24
H 2.96 0.37 2.82
H 4.22 0.73 1.52
C -1.75 2.39 -0.42
C -0.61 -0.86 -1.77
C -1.12 0.39 -1.77
C -0.61 -1.71 -0.66
C -1.55 0.93 -0.57
C -1.25 -1.27 0.49
C -1.74 -0.01 0.48
H -0.17 -1.12 -2.73
H -1.13 1.06 -2.66
H -0.36 -2.84 -0.76
H -1.48 -1.90 1.33
H -1.11 2.78 -1.22
H -1.46 2.80 0.50
H -2.19 0.32 1.28
H -2.76 2.62 -0.47
```

Summary:
Molar mass (g/mol): 136.2
Electronic energy (Eh): -390.55457
SMILES: Cc1ccccc1.CCC
Net charge: 0
LUMO energy (eV): 0.983
Energy above the lowest of the compared OMol25 structures with the same formula, charge and spin (eV): 2.2126
Highest occupied orbital energy (eV): -8.63
2S+1: 1
Frontier orbital gap (eV): 9.62
Maximum force (eV/A): 5.0


Density functional theory data (ωB97M-V/def2-TZVPD) for a structure of composition C26H28N6O4 in a non-equilibrium geometry.

Geometry as XYZ:
```
64
C26H28N6O4, DFT ωB97M-V/def2-TZVPD
C -6.61 -0.09 3.21
C -5.18 0.13 2.81
C -4.64 1.41 2.94
C -3.29 1.63 2.62
C -2.74 3.02 2.75
C -2.52 0.54 2.23
N -1.12 0.78 2.00
C -0.03 0.36 2.65
N 1.08 0.82 2.01
C 2.45 0.48 2.25
C 2.86 -0.86 2.32
C 1.95 -2.01 2.07
C 4.21 -1.12 2.63
C 5.13 -0.07 2.75
C 6.56 -0.36 3.09
C 4.70 1.25 2.55
C 3.36 1.53 2.29
C 2.97 2.97 2.13
C 0.72 1.45 0.75
C -0.78 1.43 0.74
C -3.10 -0.68 1.85
C -2.38 -1.72 1.04
C -4.43 -0.92 2.26
H -6.88 -1.14 3.04
H -6.76 0.16 4.26
H -7.27 0.56 2.61
H -5.24 2.24 3.31
H -1.67 3.10 2.50
H -3.27 3.74 2.11
H -2.85 3.38 3.78
H 2.51 -2.96 2.14
H 1.16 -2.07 2.82
H 1.47 -1.99 1.08
H 4.54 -2.15 2.79
H 7.11 0.56 3.26
H 6.61 -0.98 3.99
H 7.04 -0.92 2.28
H 5.39 2.09 2.65
H 3.71 3.56 2.69
H 3.03 3.33 1.09
H 1.99 3.22 2.56
H 1.11 2.47 0.76
H 1.14 0.87 -0.08
H -1.18 0.82 -0.08
H -1.21 2.44 0.71
H -3.07 -2.54 0.80
H -1.98 -1.34 0.09
H -1.56 -2.19 1.60
H -4.86 -1.91 2.14
O -0.58 -2.93 3.25
N -1.37 -2.65 4.19
C -1.45 -1.33 4.76
C -0.62 -0.28 4.29
C -0.27 0.62 5.29
N 0.75 1.55 5.37
O 1.52 2.09 4.57
O 0.86 1.95 6.76
N -0.02 1.26 7.56
C -0.67 0.41 6.69
N -1.45 -0.58 7.08
C -1.92 -1.39 6.14
O -2.10 -3.53 4.73
H 0.15 -0.69 3.23
H -2.54 -2.25 6.43
```

Summary:
Molar mass (g/mol): 488.5
Electronic energy (Eh): -1636.56906
Net charge: 0
LUMO energy (eV): -1.494
Energy above the lowest of the compared OMol25 structures with the same formula, charge and spin (eV): 13.0599
Highest occupied orbital energy (eV): -6.61
2S+1: 1
Frontier orbital gap (eV): 5.11
Maximum force (eV/A): 5.4